Here is a 10-piece molecular cluster, C81H67IO23 overall from the Open Molecules 2025 dataset. Energies are from ωB97M-V/def2-TZVPD.

Last column: Löwdin charge in e.
Positions of all 172 atoms, in Å:
C 1.93 -6.00 1.46  -0.11
O 0.75 -5.43 0.74  -0.27
C -0.09 -6.58 0.27  -0.15
C -1.58 -5.96 -0.04  -0.05
C -2.85 -6.37 0.63  0.07
C -4.33 -5.69 0.24  -0.22
O -5.42 -6.45 0.39  -0.07
C -4.28 -4.16 -0.34  -0.06
C -2.88 -3.70 -1.09  -0.02
C -2.68 -2.20 -1.72  0.08
C -3.93 -1.10 -1.65  -0.02
C -3.64 0.36 -2.35  -0.19
O -2.25 0.72 -2.05  -0.18
C -2.07 1.22 -0.68  -0.09
C -3.25 1.74 0.34  0.03
C -2.98 2.34 1.85  -0.17
C -4.24 2.85 2.81  -0.11
C -1.44 2.45 2.42  -0.04
C -0.23 1.89 1.44  0.00
C -0.52 1.28 -0.09  -0.05
C 0.79 0.76 -0.94  -0.35
C 1.21 -0.76 -0.40  -0.09
C 2.11 1.77 -0.74  -0.11
C -5.38 -1.52 -0.93  -0.10
C -6.61 -0.42 -0.93  -0.20
C -6.80 0.39 0.48  -0.21
C -8.38 0.27 1.03  -0.19
C -8.33 0.39 2.70  -0.23
O -8.38 1.81 3.15  -0.14
C -5.49 -3.06 -0.28  -0.45
I -7.43 -3.57 0.70  0.80
C -1.65 -4.78 -1.21  -0.18
O -0.80 -4.68 -2.24  -0.03
H 2.56 -6.71 0.75  0.11
H 1.47 -6.60 2.36  0.08
H 2.59 -5.09 1.85  0.11
H 0.38 -6.89 -0.78  0.15
H -0.07 -7.49 1.01  0.14
H -2.83 -7.24 1.44  0.14
H -1.65 -1.92 -2.25  0.12
H -4.44 1.19 -2.12  0.09
H -3.69 0.18 -3.53  0.16
H -4.39 1.70 -0.01  0.07
H -4.12 2.47 3.92  0.09
H -5.29 2.48 2.41  0.05
H -4.29 4.04 2.89  0.09
H -1.22 2.91 3.50  0.10
H 0.86 1.96 1.90  0.09
H 0.47 0.76 -2.08  0.13
H 0.22 -1.39 -0.35  0.08
H 2.05 -1.26 -1.07  0.09
H 1.64 -0.62 0.70  0.09
H 3.03 1.26 -1.30  0.09
H 2.44 1.87 0.39  0.06
H 1.93 2.81 -1.27  0.08
H -6.41 0.33 -1.81  0.11
H -7.61 -1.00 -1.19  0.10
H -6.02 0.14 1.32  0.11
H -6.66 1.55 0.24  0.11
H -8.90 -0.71 0.67  0.07
H -9.05 1.18 0.68  0.11
H -7.34 -0.16 3.03  0.11
H -9.24 -0.24 3.13  0.13
H -7.57 2.27 2.73  0.09
O -1.96 4.82 -7.01  0.08
C -2.78 4.31 -6.26  -0.36
C -2.42 3.94 -4.87  0.05
C -3.31 3.38 -4.05  0.04
C -4.70 3.11 -4.49  -0.36
O -5.51 2.60 -3.74  0.06
C -5.05 3.48 -5.88  0.04
C -4.16 4.04 -6.70  0.04
H -1.40 4.15 -4.57  0.09
H -3.07 3.10 -3.04  0.11
H -6.07 3.27 -6.19  0.10
H -4.41 4.32 -7.72  0.13
O 1.68 -7.29 4.51  0.08
C 1.95 -6.37 5.27  -0.38
C 1.26 -5.07 5.17  0.03
C 1.55 -4.06 6.00  0.03
C 2.58 -4.21 7.06  -0.37
O 2.84 -3.29 7.82  0.10
C 3.26 -5.51 7.16  0.02
C 2.97 -6.52 6.33  0.02
H 0.51 -4.97 4.39  0.12
H 1.06 -3.10 5.94  0.11
H 4.01 -5.61 7.94  0.12
H 3.46 -7.48 6.39  0.12
O 7.25 -7.09 -2.35  0.10
C 6.61 -6.21 -1.79  -0.38
C 5.20 -5.95 -2.13  0.03
C 4.50 -4.99 -1.52  0.02
C 5.11 -4.15 -0.47  -0.37
O 4.47 -3.27 0.09  0.07
C 6.53 -4.41 -0.13  0.03
C 7.22 -5.37 -0.74  0.03
H 4.77 -6.58 -2.90  0.12
H 3.47 -4.79 -1.76  0.13
H 6.96 -3.78 0.64  0.09
H 8.26 -5.57 -0.50  0.12
O -8.26 3.75 -5.72  0.09
C -9.08 3.24 -4.96  -0.37
C -8.72 2.87 -3.58  0.03
C -9.61 2.31 -2.76  0.03
C -11.00 2.04 -3.20  -0.38
O -11.81 1.53 -2.45  0.10
C -11.35 2.41 -4.58  0.02
C -10.46 2.97 -5.40  0.02
H -7.70 3.08 -3.27  0.10
H -9.37 2.04 -1.74  0.11
H -12.37 2.21 -4.89  0.12
H -10.71 3.25 -6.42  0.12
O 1.22 9.77 -8.99  0.10
C 0.12 9.55 -8.50  -0.39
C -0.40 8.17 -8.37  0.03
C -1.60 7.93 -7.84  0.03
C -2.46 9.03 -7.36  -0.38
O -3.56 8.82 -6.87  0.10
C -1.94 10.41 -7.50  0.02
C -0.74 10.65 -8.03  0.02
H 0.24 7.37 -8.72  0.12
H -2.00 6.93 -7.73  0.09
H -2.59 11.21 -7.15  0.12
H -0.35 11.65 -8.14  0.12
O 5.42 4.67 -5.93  0.11
C 4.32 4.45 -5.45  -0.38
C 3.80 3.07 -5.31  0.03
C 2.60 2.83 -4.78  0.02
C 1.74 3.93 -4.30  -0.38
O 0.64 3.72 -3.82  0.07
C 2.26 5.31 -4.44  0.03
C 3.46 5.55 -4.97  0.03
H 4.44 2.27 -5.66  0.12
H 2.20 1.83 -4.67  0.12
H 1.61 6.11 -4.09  0.12
H 3.85 6.55 -5.08  0.12
O 8.02 -2.00 0.91  0.07
C 7.38 -1.12 1.47  -0.36
C 5.96 -0.86 1.13  0.03
C 5.27 0.10 1.74  0.04
C 5.88 0.94 2.79  -0.38
O 5.24 1.82 3.35  0.10
C 7.29 0.68 3.13  0.04
C 7.99 -0.28 2.52  0.02
H 5.53 -1.49 0.36  0.09
H 4.23 0.30 1.50  0.11
H 7.72 1.31 3.90  0.13
H 9.02 -0.48 2.76  0.11
O 12.82 -5.41 2.62  0.10
C 12.18 -4.53 3.18  -0.38
C 10.76 -4.27 2.84  0.03
C 10.07 -3.30 3.45  0.02
C 10.68 -2.46 4.50  -0.38
O 10.04 -1.58 5.06  0.09
C 12.09 -2.72 4.84  0.02
C 12.79 -3.68 4.23  0.02
H 10.33 -4.89 2.07  0.12
H 9.03 -3.10 3.21  0.11
H 12.52 -2.10 5.61  0.12
H 13.82 -3.89 4.47  0.12
O 1.84 1.21 11.81  0.10
C 1.42 0.70 10.78  -0.38
C -0.02 0.42 10.60  0.02
C -0.48 -0.15 9.48  0.02
C 0.44 -0.51 8.37  -0.38
O 0.02 -1.03 7.35  0.09
C 1.87 -0.24 8.56  0.02
C 2.33 0.33 9.68  0.03
H -0.67 0.69 11.41  0.12
H -1.53 -0.36 9.32  0.12
H 2.53 -0.51 7.74  0.12
H 3.38 0.54 9.83  0.12

Calculated values
structure (SMILES) = COCC1=CC(=O)c2c(cc(COc3cc(C)ccc3C(C)C)c(CCCCO)c2I)C1=O.O=C1C=CC(=O)C=C1.O=C1C=CC(=O)C=C1.O=C1C=CC(=O)C=C1.O=C1C=CC(=O)C=C1.O=C1C=CC(=O)C=C1.O=C1C=CC(=O)C=C1.O=C1C=CC(=O)C=C1.O=C1C=CC(=O)C=C1.O=C1C=CC(=O)C=C1
energy = -5153.7579 a.u.
spin multiplicity = 1

Here is a 13-piece molecular cluster, C82H182N8O18 overall from the Open Molecules 2025 dataset. Energies are from ωB97M-V/def2-TZVPD.

Last column: Löwdin charge in e.
Positions of all 290 atoms, in Å:
C 11.22 -12.46 22.16  -0.19
C 11.04 -13.27 20.81  -0.22
O 10.19 -12.56 19.95  -0.06
O 12.24 -13.13 22.88  -0.09
H 10.26 -12.36 22.66  0.11
H 11.57 -11.43 22.06  0.12
H 10.49 -14.18 21.04  0.10
H 12.02 -13.50 20.40  0.12
H 9.89 -13.08 19.20  0.09
H 13.07 -12.66 22.76  0.11
C 1.61 -7.11 27.97  -0.22
C 2.74 -6.14 27.88  -0.25
O 3.22 -5.89 29.19  -0.05
O 2.18 -8.42 27.98  -0.08
H 1.05 -6.87 27.07  0.11
H 0.87 -7.13 28.77  0.13
H 2.46 -5.24 27.33  0.11
H 3.53 -6.53 27.24  0.10
H 3.78 -6.64 29.39  0.07
H 2.18 -8.76 28.88  0.09
C 11.47 -9.51 29.23  -0.23
C 11.31 -9.83 27.76  -0.22
O 12.53 -9.93 27.03  -0.07
O 11.51 -8.13 29.28  -0.10
H 12.47 -9.81 29.58  0.12
H 10.74 -9.85 29.96  0.13
H 10.66 -9.07 27.33  0.11
H 10.73 -10.75 27.76  0.11
H 12.56 -10.79 26.59  0.03
H 12.42 -7.82 29.27  0.09
C 12.37 -13.59 26.56  -0.22
C 12.83 -14.76 25.72  -0.21
O 11.83 -15.21 24.79  -0.08
O 12.26 -12.46 25.72  -0.09
H 13.15 -13.31 27.27  0.13
H 11.39 -13.78 27.00  0.12
H 13.09 -15.63 26.32  0.12
H 13.72 -14.40 25.19  0.12
H 11.70 -14.57 24.09  0.03
H 11.78 -12.63 24.91  0.06
C 7.52 -13.36 28.53  -0.20
C 7.22 -12.51 27.23  -0.20
O 6.77 -11.16 27.49  -0.09
O 8.89 -13.13 28.86  -0.08
H 7.20 -14.38 28.34  0.11
H 6.94 -12.97 29.36  0.11
H 6.34 -12.97 26.79  0.07
H 7.96 -12.56 26.43  0.09
H 6.91 -10.47 26.83  0.03
H 9.28 -13.80 29.42  0.08
C -0.55 -5.98 21.85  -0.02
C 0.39 -4.89 22.48  -0.48
C 1.11 -5.60 23.65  -0.12
C 2.50 -4.95 24.02  -0.17
C 3.28 -4.73 22.71  -0.14
C 2.62 -3.87 21.60  -0.46
N 1.29 -4.48 21.45  -0.17
O 0.69 -3.97 20.37  0.01
C 2.58 -2.46 22.19  -0.03
C 3.53 -3.88 20.31  0.00
C -0.28 -3.70 23.12  -0.04
H -0.96 -6.67 22.58  0.07
H -0.03 -6.78 21.31  0.07
H -1.40 -5.71 21.22  0.08
H 0.60 -5.56 24.61  0.11
H 1.37 -6.65 23.49  0.11
H 3.02 -5.61 24.72  0.07
H 2.35 -4.02 24.55  0.10
H 3.43 -5.77 22.39  0.11
H 4.22 -4.24 22.96  0.11
H 2.33 -1.77 21.38  0.08
H 1.77 -2.26 22.89  0.06
H 3.47 -2.04 22.66  0.09
H 3.12 -3.08 19.70  0.07
H 4.52 -3.46 20.45  0.06
H 3.52 -4.84 19.78  0.09
H -1.21 -3.93 23.64  0.09
H -0.50 -2.83 22.50  0.08
H 0.34 -3.32 23.93  0.07
H 0.24 -3.18 20.69  0.09
C 9.83 -4.15 27.08  -0.03
C 9.75 -4.44 28.60  -0.43
C 9.71 -3.07 29.40  -0.13
C 9.18 -3.20 30.84  -0.15
C 7.78 -3.95 30.84  -0.12
C 7.93 -5.38 30.26  -0.47
N 8.59 -5.30 28.95  -0.10
O 8.55 -6.52 28.25  -0.01
C 8.59 -6.28 31.35  -0.02
C 6.45 -5.91 30.04  -0.05
C 11.07 -5.19 29.05  -0.02
H 9.99 -5.07 26.51  0.07
H 10.61 -3.46 26.77  0.07
H 8.92 -3.72 26.66  0.08
H 10.69 -2.60 29.27  0.11
H 9.09 -2.41 28.79  0.11
H 9.15 -2.19 31.26  0.10
H 9.84 -3.86 31.39  0.09
H 7.01 -3.35 30.34  0.12
H 7.50 -4.04 31.89  0.11
H 8.98 -7.20 30.92  0.07
H 9.47 -5.84 31.83  0.06
H 7.86 -6.44 32.14  0.08
H 5.75 -5.62 30.82  0.08
H 5.98 -5.54 29.13  0.07
H 6.30 -6.96 29.78  0.07
H 11.01 -5.53 30.09  0.07
H 12.04 -4.74 28.83  0.06
H 11.08 -6.09 28.43  0.05
H 9.22 -7.01 28.73  0.07
C 14.84 -4.28 27.53  -0.03
C 14.62 -4.63 26.04  -0.46
C 15.99 -4.29 25.24  -0.13
C 16.13 -4.93 23.88  -0.18
C 15.92 -6.48 24.03  -0.13
C 14.54 -6.81 24.59  -0.44
N 14.35 -6.08 25.91  -0.11
O 13.21 -6.44 26.64  -0.02
C 13.40 -6.50 23.51  -0.01
C 14.50 -8.36 24.83  -0.04
C 13.49 -3.81 25.42  -0.03
H 13.96 -4.58 28.10  0.04
H 14.96 -3.21 27.68  0.09
H 15.58 -4.86 28.08  0.08
H 15.91 -3.22 25.04  0.11
H 16.88 -4.50 25.84  0.11
H 17.12 -4.65 23.53  0.11
H 15.45 -4.36 23.24  0.10
H 16.68 -6.89 24.70  0.11
H 16.17 -6.93 23.07  0.12
H 12.46 -6.48 24.08  0.07
H 13.46 -5.46 23.17  0.04
H 13.43 -7.26 22.74  0.08
H 14.61 -8.96 23.93  0.08
H 15.26 -8.58 25.57  0.09
H 13.52 -8.64 25.22  0.05
H 13.61 -3.68 24.34  0.06
H 13.54 -2.84 25.91  0.08
H 12.51 -4.14 25.77  0.07
H 13.61 -7.07 27.25  0.10
C 8.79 -15.74 22.71  -0.03
C 7.80 -15.78 23.88  -0.48
C 7.30 -14.37 24.19  -0.11
C 6.23 -13.95 23.16  -0.20
C 5.05 -14.83 23.21  -0.15
C 5.50 -16.30 22.96  -0.44
N 6.65 -16.74 23.72  -0.12
O 7.02 -18.07 23.60  0.01
C 4.33 -17.17 23.51  -0.05
C 5.67 -16.55 21.40  0.00
C 8.58 -16.25 25.10  -0.04
H 9.61 -15.04 22.87  0.06
H 8.43 -15.47 21.71  0.07
H 9.20 -16.73 22.54  0.09
H 6.87 -14.30 25.18  0.10
H 8.16 -13.70 24.17  0.11
H 6.48 -13.95 22.10  0.11
H 5.98 -12.91 23.34  0.11
H 4.46 -14.42 22.39  0.10
H 4.67 -14.76 24.23  0.11
H 4.44 -18.24 23.35  0.07
H 4.09 -17.12 24.58  0.08
H 3.45 -16.89 22.93  0.08
H 5.17 -17.35 20.85  0.08
H 5.37 -15.62 20.92  0.05
H 6.69 -16.55 21.00  0.06
H 8.96 -17.25 24.94  0.08
H 7.95 -16.26 26.00  0.08
H 9.45 -15.65 25.35  0.07
H 6.71 -18.47 24.41  0.11
C 9.05 -10.19 24.85  -0.02
C 8.46 -8.86 24.42  -0.50
C 8.21 -9.02 22.91  -0.14
C 7.30 -7.95 22.32  -0.17
C 5.93 -7.88 23.00  -0.10
C 6.06 -7.85 24.59  -0.41
N 7.20 -8.70 25.08  -0.11
O 7.27 -8.69 26.44  -0.01
C 6.38 -6.35 24.79  -0.01
C 4.73 -8.28 25.27  -0.01
C 9.54 -7.80 24.53  -0.02
H 9.86 -10.56 24.21  0.07
H 8.38 -11.05 24.80  0.08
H 9.49 -10.07 25.85  0.07
H 9.11 -8.94 22.31  0.12
H 7.94 -10.04 22.65  0.11
H 7.22 -8.18 21.26  0.11
H 7.88 -7.03 22.28  0.09
H 5.23 -8.59 22.57  0.10
H 5.48 -6.93 22.72  0.09
H 5.40 -5.88 24.80  0.07
H 6.82 -6.17 25.78  0.07
H 7.10 -5.92 24.10  0.07
H 4.73 -9.35 25.06  0.07
H 4.75 -8.20 26.35  0.07
H 3.84 -7.77 24.89  0.08
H 9.56 -7.37 25.53  0.07
H 9.48 -6.96 23.84  0.07
H 10.59 -8.08 24.44  0.08
H 7.55 -7.80 26.66  0.07
C 7.93 -2.59 19.56  -0.05
C 8.64 -2.98 20.90  -0.45
C 9.39 -4.32 20.63  -0.13
C 10.48 -4.65 21.66  -0.18
C 11.37 -3.50 22.15  -0.13
C 10.62 -2.19 22.44  -0.46
N 9.59 -1.95 21.33  -0.15
O 8.95 -0.80 21.51  -0.01
C 9.96 -2.32 23.77  -0.04
C 11.63 -1.03 22.43  -0.03
C 7.45 -3.30 21.91  -0.01
H 8.70 -2.40 18.82  0.08
H 7.28 -1.72 19.63  0.08
H 7.28 -3.36 19.15  0.08
H 8.82 -5.25 20.60  0.11
H 9.92 -4.15 19.69  0.11
H 11.05 -5.46 21.22  0.11
H 9.99 -4.94 22.59  0.08
H 12.00 -3.24 21.30  0.12
H 12.00 -3.86 22.97  0.08
H 9.74 -3.29 24.20  0.07
H 10.65 -1.91 24.51  0.08
H 9.00 -1.81 23.86  0.09
H 11.13 -0.10 22.67  0.08
H 12.34 -1.10 23.26  0.08
H 12.12 -0.72 21.51  0.09
H 7.16 -2.49 22.57  0.07
H 7.65 -4.22 22.46  0.05
H 6.54 -3.56 21.37  0.05
H 9.10 -0.41 20.64  0.12
C 1.24 -10.87 20.93  -0.02
C 2.72 -11.37 20.61  -0.45
C 2.55 -12.84 20.05  -0.15
C 3.70 -13.42 19.29  -0.19
C 3.91 -12.43 18.13  -0.15
C 4.41 -11.08 18.61  -0.47
N 3.36 -10.60 19.56  -0.10
O 3.62 -9.23 19.90  -0.02
C 5.82 -11.23 19.25  -0.01
C 4.42 -10.16 17.35  -0.03
C 3.55 -11.35 21.89  -0.01
H 1.34 -9.91 21.43  0.06
H 0.74 -11.61 21.56  0.08
H 0.53 -10.61 20.14  0.08
H 2.42 -13.53 20.89  0.11
H 1.62 -12.92 19.47  0.12
H 3.43 -14.42 18.94  0.12
H 4.62 -13.48 19.87  0.08
H 2.94 -12.28 17.65  0.12
H 4.55 -12.89 17.37  0.12
H 5.76 -11.80 20.18  0.05
H 6.70 -11.59 18.71  0.09
H 6.09 -10.24 19.62  0.07
H 5.03 -10.57 16.54  0.08
H 3.46 -9.99 16.88  0.08
H 4.78 -9.15 17.58  0.07
H 2.94 -11.18 22.78  0.07
H 4.23 -10.50 21.94  0.06
H 4.23 -12.20 21.89  0.06
H 2.79 -8.82 19.67  0.10
C 3.50 -12.14 28.59  -0.01
C 2.70 -12.41 27.30  -0.51
C 2.99 -13.87 26.94  -0.10
C 2.10 -14.33 25.71  -0.17
C 0.58 -14.20 26.02  -0.12
C 0.28 -12.79 26.59  -0.49
N 1.27 -12.31 27.58  -0.07
O 1.01 -11.05 28.18  -0.02
C 0.09 -11.81 25.37  -0.02
C -1.11 -12.92 27.14  -0.06
C 3.24 -11.54 26.20  -0.03
H 3.26 -11.21 29.12  0.07
H 4.56 -12.12 28.38  0.06
H 3.27 -12.83 29.40  0.09
H 4.03 -13.98 26.61  0.10
H 2.80 -14.59 27.75  0.12
H 2.28 -15.29 25.21  0.09
H 2.36 -13.63 24.92  0.07
H 0.54 -14.97 26.79  0.12
H 0.10 -14.36 25.06  0.12
H -0.70 -12.05 24.66  0.08
H 0.09 -10.77 25.71  0.08
H 0.99 -11.88 24.76  0.05
H -1.88 -13.18 26.42  0.09
H -1.11 -13.68 27.93  0.09
H -1.31 -11.95 27.57  0.08
H 2.89 -10.51 26.33  0.07
H 3.03 -11.66 25.14  0.06
H 4.33 -11.50 26.24  0.08
H 1.40 -10.45 27.54  0.04

Calculated values
relative energy (zero: lowest compared OMol25 entry of this formula, charge and spin) = 632.1 kJ/mol
energy = -5025.2229 a.u.
spin multiplicity = 1

Strongest force on any atom (eV/A)
8.15; 5.13
Gap between HOMO and LUMO (hartree)
0.2303; 0.3030